1.
The following is a quantum chemistry calculation of the molecule C26H21ClFN3O5S2 at a distorted geometry, from the Open Molecules 2025 dataset.

The calculation puts the orbital gap at 8.11 eV. The value obtained for the total energy is -2900.2630 Ha. Its energy above the lowest of the compared OMol25 structures with the same formula, charge and spin is 0.213 eV. As for the SMILES: COc1ccc(NS(=O)(=O)c2cc(N/C(=N\S(=O)(=O)c3ccccc3)c3ccc(F)cc3)ccc2Cl)cc1.

Cartesian coordinates (Å):
1 C 4.439939 -2.910707 5.211203
2 H 5.326754 -3.304095 4.703673
3 O 3.669613 -2.102376 4.355147
4 C 3.136814 -2.667159 3.234616
5 C 3.300524 -3.993236 2.852421
6 C 2.707123 -4.459027 1.691493
7 C 1.951668 -3.615344 0.888091
8 C 1.794393 -2.284795 1.265343
9 C 2.374843 -1.822093 2.426411
10 H 2.253576 -0.795339 2.732059
11 H 1.204875 -1.623795 0.652384
12 N 1.388855 -4.083001 -0.299878
13 S 0.002243 -3.467117 -0.987034
14 O -0.448295 -4.467205 -1.904052
15 O -0.903862 -2.984708 0.010171
16 C 0.578810 -2.048454 -1.923527
17 C -0.047656 -0.843238 -1.689412
18 C 0.271072 0.274997 -2.458954
19 C 1.292314 0.160533 -3.408072
20 C 1.932929 -1.043369 -3.623453
21 C 1.557915 -2.166887 -2.893994
22 Cl 2.293632 -3.684286 -3.174273
23 H 2.712941 -1.125609 -4.363108
24 H 1.572547 1.029761 -3.983552
25 N -0.361194 1.499534 -2.304688
26 C -1.596077 1.771517 -1.818715
27 N -2.009069 2.956170 -1.560244
28 S -1.124787 4.344157 -1.736636
29 O -1.856884 5.230801 -2.586664
30 O 0.251802 4.055058 -2.111707
31 C -1.171719 4.943276 -0.057546
32 C -2.297611 5.615488 0.374916
33 C -2.362175 6.040314 1.691668
34 C -1.305508 5.783967 2.552567
35 C -0.182295 5.105822 2.105306
36 C -0.114600 4.677790 0.789051
37 H 0.747901 4.156664 0.403682
38 H 0.638175 4.911891 2.779498
39 H -1.356614 6.117212 3.578493
40 H -3.232577 6.570957 2.046491
41 H -3.092625 5.799768 -0.329207
42 C -2.565072 0.667836 -1.631650
43 C -3.279117 0.569585 -0.441953
44 C -4.186800 -0.455633 -0.255424
45 C -4.383685 -1.365438 -1.279479
46 C -3.709817 -1.268833 -2.485184
47 C -2.797211 -0.246635 -2.657256
48 H -2.268804 -0.152613 -3.593785
49 H -3.900963 -1.988188 -3.264997
50 F -5.270559 -2.359146 -1.106902
51 H -4.737472 -0.558747 0.665713
52 H -3.105537 1.298045 0.334233
53 H 0.185427 2.347278 -2.497342
54 H -0.781626 -0.809988 -0.901623
55 H 1.538277 -5.056757 -0.511756
56 H 2.838133 -5.492644 1.406128
57 H 3.881231 -4.679229 3.448074
58 H 4.752323 -2.260933 6.027165
59 H 3.853562 -3.741799 5.616070

Forces on the atoms, in the same order (eV/Å):
C 0.10 -0.09 0.11
H -0.04 0.00 0.01
O -0.16 0.15 -0.18
C -0.08 -0.02 -0.16
C 0.13 0.18 0.27
C -0.24 0.12 -0.35
C 0.24 0.34 0.61
C 0.14 -0.09 0.18
C 0.13 -0.09 0.14
H -0.02 0.14 0.03
H 0.00 0.17 0.04
N -0.89 0.03 -0.47
S 0.21 -0.37 0.07
O 0.19 -0.05 -0.08
O 0.28 0.24 0.05
C -0.16 -0.41 0.26
C 0.06 0.22 0.06
C 0.36 -0.88 -0.03
C -0.29 0.06 0.22
C -0.07 -0.28 0.21
C -0.01 0.24 -0.04
Cl 0.50 -0.24 -0.53
H 0.07 -0.02 -0.07
H 0.03 0.09 -0.10
N 0.04 0.61 -0.13
C 0.43 -0.43 -0.29
N -0.35 1.35 0.26
S -0.23 -0.56 0.08
O -0.11 0.02 0.21
O 0.01 0.25 0.33
C 0.11 -0.21 -0.53
C -0.14 0.11 -0.04
C -0.01 -0.02 -0.07
C 0.02 0.00 0.03
C -0.01 -0.02 -0.03
C 0.20 -0.04 0.01
H 0.13 -0.05 0.03
H 0.07 -0.01 0.04
H -0.01 0.03 0.08
H -0.07 0.04 0.01
H -0.17 0.08 -0.02
C -0.30 -0.12 -0.02
C 0.19 0.03 -0.23
C -0.10 -0.21 -0.06
C 0.08 0.18 0.00
C -0.11 -0.09 0.08
C -0.06 0.16 0.18
H 0.07 -0.02 -0.09
H -0.04 -0.08 -0.07
F 0.09 0.07 -0.01
H -0.06 -0.03 0.08
H -0.01 0.09 0.10
H -0.06 -0.34 0.04
H -0.04 0.07 0.05
H -0.14 -0.03 -0.26
H 0.01 -0.13 -0.02
H 0.06 -0.03 0.07
H 0.01 -0.09 -0.03
H 0.02 0.01 -0.02

2.
The following is a quantum chemistry calculation of a structure of composition C44H83BN10O4Si2 at a distorted geometry, from the Open Molecules 2025 dataset.

The calculation puts the orbital gap at 9.27 eV. The value obtained for the total energy is -3178.8773 Ha.

Cartesian coordinates (Å):
1 C 2.423224 -2.849347 4.030820
2 C 1.708580 -2.092372 3.433012
3 C 0.896726 -1.130631 2.719739
4 Si 0.755420 -1.270566 0.838590
5 C -0.344886 0.157677 0.349397
6 C -1.082396 -0.056678 -0.972004
7 C -2.246494 0.892701 -1.230965
8 C -3.324733 0.914445 -0.146497
9 C -4.472846 -0.039555 -0.442989
10 N -5.356842 -0.300998 0.703350
11 O 0.072355 -2.729682 0.383520
12 Si -1.293518 -3.384359 0.974826
13 N -1.938570 -4.487795 -0.168770
14 C -2.051459 -3.995885 -1.572167
15 C -0.739735 -4.167538 -2.341087
16 O -2.504452 -2.139731 1.177596
17 C -2.693974 -1.667121 2.346862
18 N -2.865042 -1.238338 3.406277
19 B -0.977660 -4.358102 2.724360
20 O -1.892444 -4.457684 3.760222
21 O 0.195311 -5.007938 2.795825
22 C 2.383078 -1.123690 -0.101235
23 C 2.441899 -2.240383 -1.158069
24 C 3.654073 -1.204463 0.752259
25 C 3.957512 -0.031263 1.682268
26 C 3.757184 1.333012 1.028946
27 H 2.810306 -3.648232 4.615301
28 H -0.110693 -1.159479 3.146467
29 H 1.252270 -0.114981 2.910927
30 H -1.008434 0.437357 1.168257
31 H 0.342021 0.999225 0.214481
32 H -0.350552 0.105176 -1.768846
33 H -1.426554 -1.084551 -1.100913
34 H -2.736501 0.560480 -2.151594
35 H -1.890097 1.902478 -1.431836
36 H -2.930713 0.672598 0.842111
37 H -3.737051 1.922269 -0.066047
38 H -5.082386 0.370333 -1.249627
39 H -4.068730 -0.998712 -0.773645
40 H -5.211525 0.389282 1.430555
41 H -5.139071 -1.195965 1.120372
42 H -2.889347 -4.658344 0.152588
43 H -2.815975 -4.606075 -2.046951
44 H -2.414068 -2.966547 -1.631722
45 H -0.419898 -3.232554 -2.797629
46 H -0.834319 -4.924732 -3.113411
47 H 0.052595 -4.465666 -1.659419
48 H -1.947076 -3.672711 4.316542
49 H 0.406236 -5.251915 3.709890
50 H 2.377217 -0.179359 -0.649567
51 H 1.599926 -2.202870 -1.846894
52 H 3.368422 -2.154274 -1.727731
53 H 2.444158 -3.221836 -0.686331
54 H 3.666623 -2.142729 1.308604
55 H 4.495542 -1.266557 0.053436
56 H 3.423088 -0.091987 2.629497
57 H 5.015903 -0.117959 1.936085
58 H 4.364693 1.392876 0.125906
59 H 2.707715 1.487257 0.778604
60 H 4.075791 2.119312 1.710044
61 C 7.429995 -4.252064 4.170790
62 C 7.634796 -3.057989 5.094360
63 C 6.879298 -1.812323 4.619965
64 C 7.383337 -1.314071 3.340900
65 N 7.772499 -0.930920 2.331059
66 H 7.827003 -4.052710 3.174543
67 H 7.936493 -5.134193 4.561603
68 H 6.369606 -4.491319 4.069928
69 H 8.698316 -2.827582 5.176070
70 H 7.284561 -3.300904 6.098937
71 H 6.960193 -1.008673 5.353262
72 H 5.815331 -2.033270 4.505032
73 C -2.245407 -5.596770 8.630060
74 C -2.463983 -6.261245 7.276911
75 C -1.198673 -6.936204 6.736453
76 C -0.147572 -5.965510 6.439442
77 N 0.646679 -5.182867 6.163235
78 H -1.514925 -4.789389 8.560471
79 H -3.175633 -5.171702 9.005147
80 H -1.885008 -6.316679 9.367226
81 H -2.814981 -5.526921 6.550018
82 H -3.240618 -7.023426 7.358175
83 H -1.418287 -7.481017 5.817117
84 H -0.812125 -7.660729 7.455818
85 C 3.781964 3.744834 -2.728149
86 C 3.019185 2.430378 -2.818072
87 C 1.545007 2.616118 -3.193782
88 C 0.802829 3.331962 -2.155494
89 N 0.216401 3.885272 -1.337024
90 H 3.381831 4.380306 -1.934995
91 H 4.833983 3.561534 -2.511228
92 H 3.728084 4.295171 -3.669788
93 H 3.086274 1.898960 -1.866630
94 H 3.482717 1.789559 -3.569736
95 H 1.059965 1.650513 -3.349020
96 H 1.448502 3.164330 -4.133190
97 C -7.245282 -6.564463 2.049566
98 C -5.742887 -6.716113 2.249888
99 C -4.942349 -5.587316 1.591632
100 C -5.071379 -5.601747 0.131336
101 N -5.191653 -5.624381 -1.010383
102 H -7.510666 -6.622895 0.993174
103 H -7.785103 -7.353105 2.572796
104 H -7.596766 -5.605400 2.434237
105 H -5.407137 -7.675000 1.851881
106 H -5.506397 -6.713225 3.315197
107 H -3.885391 -5.678259 1.851799
108 H -5.281025 -4.616395 1.960136
109 C -2.520106 5.106031 -3.583010
110 C -1.423270 5.799953 -4.378961
111 C -1.420934 5.404619 -5.858319
112 C -1.074198 3.993741 -6.028964
113 N -0.768823 2.893374 -6.152172
114 H -2.386190 4.022936 -3.584703
115 H -2.497850 5.438713 -2.545870
116 H -3.509743 5.334625 -3.986707
117 H -0.449205 5.567409 -3.943654
118 H -1.551233 6.881510 -4.312831
119 H -0.699237 6.005415 -6.412884
120 H -2.394457 5.597061 -6.304171
121 C -6.443153 8.092953 -5.388395
122 C -6.633407 7.283039 -6.664450
123 C -5.430803 6.385650 -6.976291
124 C -4.226594 7.162242 -7.270727
125 N -3.286711 7.780336 -7.500802
126 H -5.603529 8.783470 -5.480318
127 H -7.334043 8.679765 -5.167760
128 H -6.253084 7.439712 -4.534547
129 H -6.813794 7.950973 -7.508049
130 H -7.512688 6.643959 -6.571859
131 H -5.637758 5.743570 -7.833558
132 H -5.220284 5.728357 -6.129266
133 C 5.795600 6.852759 -1.022318
134 C 6.860877 7.576082 -1.836436
135 C 6.783756 7.266674 -3.335219
136 C 7.084129 5.866865 -3.632986
137 N 7.327228 4.768672 -3.861797
138 H 5.919043 5.769906 -1.073202
139 H 5.854715 7.143209 0.026160
140 H 4.793762 7.096123 -1.381585
141 H 7.853654 7.316845 -1.465209
142 H 6.748651 8.654510 -1.712513
143 H 7.490397 7.886127 -3.889481
144 H 5.787916 7.496357 -3.719472

Forces on the atoms, in the same order (eV/Å):
C -0.48 -0.31 0.10
C 0.46 0.12 0.02
C -0.21 -0.11 -0.06
Si 0.44 0.48 -0.29
C 0.13 -0.14 -0.07
C 0.14 0.22 -0.20
C -0.37 0.02 -0.12
C -0.17 0.11 0.02
C -0.17 -0.22 0.29
N 0.06 0.00 0.02
O -0.42 0.56 0.44
Si 0.52 -1.17 -0.16
N -0.42 1.05 -0.12
C -0.01 -0.59 -0.22
C 0.07 0.21 0.22
O 0.14 -0.01 0.08
C -0.06 0.17 0.06
N 0.02 -0.03 0.08
B -0.21 0.25 0.09
O 0.13 -0.01 0.30
O 0.26 -0.04 -0.07
C -0.05 -0.65 0.08
C 0.12 0.08 0.04
C 0.16 0.16 -0.19
C 0.35 0.03 -0.05
C 0.01 -0.34 0.28
H 0.29 0.06 0.02
H -0.15 0.07 -0.06
H 0.04 0.08 0.00
H -0.10 -0.06 0.03
H -0.05 0.18 0.15
H -0.01 -0.16 -0.15
H -0.03 -0.07 0.18
H 0.05 0.10 -0.15
H 0.20 0.04 0.14
H 0.13 0.01 -0.01
H 0.00 0.07 0.08
H 0.09 -0.05 -0.20
H -0.02 -0.01 -0.17
H -0.06 0.04 -0.01
H -0.01 0.02 0.02
H 0.06 -0.45 -0.12
H -0.13 0.03 0.00
H 0.05 0.10 0.10
H -0.03 0.02 -0.13
H 0.04 -0.05 -0.08
H 0.06 -0.08 0.01
H -0.34 0.15 -0.11
H 0.01 -0.19 0.06
H -0.07 0.16 0.09
H -0.04 -0.03 -0.07
H 0.01 0.03 -0.11
H -0.05 -0.08 0.01
H -0.03 -0.04 0.10
H 0.04 -0.05 -0.05
H -0.17 -0.03 -0.01
H 0.03 -0.01 0.16
H -0.06 0.12 -0.13
H -0.02 0.21 -0.09
H -0.03 0.15 -0.04
C 0.03 0.01 0.01
C -0.03 -0.10 -0.04
C 0.01 -0.01 0.13
C -0.09 0.03 -0.07
N 0.03 -0.01 0.00
H -0.02 0.02 -0.01
H 0.00 -0.01 -0.01
H -0.01 0.00 0.00
H 0.00 0.03 0.01
H -0.02 0.03 0.01
H 0.02 0.02 -0.02
H -0.01 0.01 -0.04
C 0.00 0.01 -0.04
C -0.04 0.05 0.10
C -0.13 -0.05 0.03
C 0.02 0.03 -0.15
N 0.04 -0.05 -0.03
H 0.02 -0.01 0.00
H 0.00 0.01 0.00
H 0.00 0.00 0.00
H 0.01 -0.02 -0.04
H 0.02 -0.03 -0.02
H 0.04 0.03 -0.04
H 0.03 0.02 0.02
C 0.01 -0.01 0.09
C 0.09 0.04 -0.03
C 0.09 -0.12 0.00
C -0.10 0.00 -0.08
N 0.01 0.02 0.02
H -0.03 0.01 -0.02
H 0.02 0.03 -0.03
H 0.01 0.00 -0.01
H -0.03 -0.02 0.00
H -0.05 -0.01 -0.03
H -0.04 0.02 0.01
H -0.02 0.02 0.01
C 0.02 -0.03 -0.01
C -0.13 0.00 0.03
C 0.05 -0.09 0.07
C -0.11 0.02 0.10
N 0.05 0.01 -0.01
H 0.01 0.02 -0.01
H -0.01 0.00 -0.01
H 0.00 0.00 0.00
H 0.04 0.01 0.00
H 0.03 0.03 0.00
H 0.01 0.00 -0.03
H -0.01 0.01 -0.03
C 0.08 0.02 0.09
C -0.09 0.01 0.10
C 0.12 0.07 0.16
C 0.04 0.01 -0.13
N -0.01 -0.02 0.09
H -0.03 -0.01 -0.02
H -0.01 -0.05 0.02
H 0.01 -0.01 -0.04
H 0.00 0.02 0.03
H 0.02 0.01 -0.08
H -0.01 -0.04 -0.06
H -0.01 -0.07 -0.05
C 0.00 0.01 -0.04
C -0.02 0.05 0.10
C -0.12 -0.03 -0.06
C -0.01 0.02 0.00
N 0.00 0.01 0.02
H 0.02 -0.02 0.00
H 0.00 0.01 0.01
H 0.00 0.00 0.00
H 0.01 -0.02 -0.03
H 0.01 -0.03 -0.01
H 0.03 0.01 -0.02
H 0.03 0.01 0.01
C 0.04 -0.01 0.00
C -0.07 -0.02 0.08
C 0.06 0.12 0.05
C -0.04 -0.03 -0.05
N -0.02 -0.03 0.04
H 0.00 0.00 -0.04
H -0.02 -0.01 0.01
H 0.00 0.00 0.00
H 0.02 0.00 -0.03
H 0.01 0.01 -0.03
H 0.01 -0.02 -0.02
H -0.02 -0.04 0.00

3.
The following is a quantum chemistry calculation of a cluster of 2 separate species, CH4N2O2 in total at a distorted geometry, from the Open Molecules 2025 dataset.

The calculation puts the orbital gap at 10.53 eV. The value obtained for the total energy is -300.4101 Ha. Its energy above the lowest of the compared OMol25 structures with the same formula, charge and spin is 2.110 eV. As for the SMILES: N=C=O.NO.

Cartesian coordinates (Å):
1 C -1.809738 -0.068481 -0.340465
2 N -1.692710 0.448003 0.708710
3 N 1.135652 -0.199224 -0.522870
4 O -2.228806 -0.499795 -1.337751
5 O 1.006842 -0.335320 0.992621
6 H 1.998250 0.392172 -0.685509
7 H -0.825301 0.750747 1.051285
8 H 1.183558 -1.065728 -1.009339
9 H 1.232257 0.577623 1.143315

Forces on the atoms, in the same order (eV/Å):
C -1.77 -0.83 -2.93
N -0.18 1.19 2.66
N 0.34 2.62 1.22
O 0.54 -0.55 -0.44
O 0.80 -0.57 -2.69
H -1.17 -1.47 0.20
H 0.94 0.16 0.63
H 0.34 -1.09 0.48
H 0.16 0.53 0.87